*one*
This record from OMol25 describes a molecular structure, C28H55CaN4P2SSi2. The level of theory is the ωB97M-V functional and the def2-TZVPD basis.

```
! RIJCOSX wB97M-V def2-TZVPD def2/J DEFGRID3
* xyz -1 1
Ca 0.337 -0.146 -0.527
S 3.922 -0.572 1.432
P -3.280 -0.327 -1.422
P -1.596 -2.971 -0.977
Si -0.712 3.547 -0.419
Si -0.141 1.937 -3.200
N 5.136 -4.809 -1.748
N 1.837 -6.247 0.884
N 1.570 -2.292 -1.036
N 2.508 1.306 -0.867
C -0.618 -1.012 4.358
C 2.168 -3.262 -0.821
C -1.571 -3.465 -2.744
C 4.111 -4.645 -1.241
C -4.547 0.825 -2.081
C 0.375 0.139 -3.585
C -0.075 -0.572 1.758
C -4.202 -1.921 -1.416
C -0.328 -0.764 2.934
C -0.248 3.255 1.398
C 5.220 -1.248 0.388
C -1.560 2.281 -4.413
C 3.489 -2.004 2.426
C -2.463 4.280 -0.357
C -3.421 -2.996 -0.665
C 0.675 -1.414 5.081
C 1.310 3.010 -3.759
C 2.308 -5.439 0.206
C 4.528 3.190 1.263
C -0.617 2.067 -1.456
C -3.371 0.100 0.359
C 2.869 -4.442 -0.612
C 0.392 4.977 -1.013
C -1.144 -4.551 -0.174
C -1.642 -2.147 4.486
C 2.934 2.259 -0.396
C -1.186 0.258 5.001
C 3.482 3.476 0.194
H -2.713 -0.536 0.955
H 1.309 -0.141 -3.087
H 6.154 -1.403 0.929
H 2.193 2.855 -3.142
H -5.466 0.804 -1.487
H -4.353 -2.218 -2.457
H -0.545 -3.699 -3.032
H -0.408 -0.564 -3.272
H -4.788 0.568 -3.114
H -5.193 -1.785 -0.967
H -4.143 1.838 -2.075
H 1.424 -0.628 4.984
H 3.328 -2.871 1.785
H 1.084 -2.328 4.651
H -1.888 -2.324 5.536
H -3.183 3.573 0.057
H -2.200 -4.339 -2.936
H -2.558 -1.892 3.953
H 4.881 4.135 1.676
H -2.803 4.544 -1.360
H -0.142 -4.856 -0.488
H -0.409 4.152 2.002
H -0.828 2.439 1.834
H -4.397 0.023 0.731
H -0.085 5.513 -1.835
H -2.498 5.181 0.261
H 2.638 4.037 0.599
H 0.484 -1.585 6.144
H -1.246 -3.069 4.059
H 0.795 2.954 1.517
H -1.409 0.083 6.057
H 4.111 2.587 2.065
H -0.475 1.079 4.923
H 1.365 4.652 -1.376
H 4.243 -2.239 3.178
H -3.811 -3.991 -0.905
H 3.891 4.071 -0.627
H -3.551 -2.854 0.412
H 4.913 -2.188 -0.062
H 5.377 2.647 0.852
H -1.909 -2.637 -3.369
H -3.020 1.122 0.501
H -1.625 1.621 -1.431
H -2.104 0.562 4.497
H 1.067 4.073 -3.745
H 0.547 5.692 -0.202
H 5.390 -0.528 -0.410
H 1.573 2.742 -4.785
H -1.242 2.184 -5.454
H 0.527 -0.034 -4.652
H -1.961 3.286 -4.273
H -1.845 -5.352 -0.426
H -2.376 1.576 -4.247
H -1.113 -4.428 0.908
H 2.543 -1.768 2.911
*
```

gap between HOMO and LUMO = 7.2 eV

=====

*two*
This record from OMol25 describes a molecular structure, C28H55CaN4P2SSi2. The level of theory is the ωB97M-V functional and the def2-TZVPD basis.

```
! RIJCOSX wB97M-V def2-TZVPD def2/J DEFGRID3
* xyz -1 1
Ca -0.272 -0.051 -0.049
S 3.993 -0.422 -1.544
P 2.254 -0.978 3.627
P 0.158 1.367 3.014
Si -2.230 -2.354 -1.910
Si -0.533 -0.546 -3.819
N -6.162 0.024 -0.090
N 0.896 -2.863 1.034
N -2.064 0.160 1.538
N -5.044 3.214 2.835
C 3.508 -1.974 4.555
C -1.771 0.192 -5.048
C 2.534 0.655 4.457
C 3.224 -0.672 2.089
C 0.951 0.634 -3.808
C -0.458 3.063 2.651
C -1.278 -0.809 -2.162
C -4.758 2.294 2.199
C -1.201 -3.903 -2.272
C 0.713 1.980 -0.359
C 2.850 -1.812 -1.714
C -1.454 -3.251 3.545
C 0.522 3.070 -0.887
C 0.120 -2.098 -4.689
C -0.950 -4.120 2.384
C 0.308 4.393 -1.498
C -3.132 0.625 1.482
C 0.709 4.357 -2.980
C -0.796 1.077 4.567
C -1.179 4.762 -1.385
C -2.838 -2.549 -0.119
C -4.412 1.159 1.422
C 5.449 -1.352 -1.015
C 1.148 5.450 -0.772
C 0.071 -3.414 1.614
C -5.377 0.534 0.586
C -3.822 -2.525 -2.916
C 1.795 1.832 3.778
H 5.296 -1.772 -0.020
H 2.209 5.201 -0.825
H 3.129 -2.198 5.554
H 0.591 5.349 -3.426
H -0.698 -2.739 -5.033
H 0.710 -1.813 -5.565
H 3.350 -1.618 1.558
H 1.902 0.092 -3.761
H -1.769 -4.358 1.707
H -1.335 0.337 -6.042
H 0.026 3.410 1.740
H -2.139 1.162 -4.697
H -0.260 3.749 3.478
H -1.859 1.038 4.321
H 0.759 -2.697 -4.033
H -0.625 1.893 5.273
H -1.371 5.732 -1.853
H -0.634 -2.988 4.213
H -1.996 0.029 -2.034
H 4.473 -1.469 4.642
H 1.867 -1.387 -1.918
H -1.628 -4.790 -1.793
H -3.631 -2.348 -3.980
H -1.164 -4.093 -3.347
H 1.646 2.636 4.504
H 4.205 -0.256 2.329
H 2.681 0.013 1.435
H 2.392 2.220 2.949
H -0.169 -3.789 -1.922
H 0.996 6.430 -1.232
H 2.174 0.550 5.484
H 6.282 -0.652 -0.987
H -3.169 -3.576 0.072
H 0.867 5.512 0.281
H 1.749 4.042 -3.087
H -0.511 0.127 5.023
H -2.639 -0.468 -5.152
H -4.554 -1.782 -2.583
H -1.893 -2.328 3.164
H 0.972 1.243 -4.719
H 5.669 -2.146 -1.729
H -1.534 3.018 2.475
H 3.649 -2.920 4.027
H 3.152 -2.438 -2.554
H -3.697 -1.894 0.058
H 3.610 0.850 4.497
H 0.086 3.648 -3.529
H -2.212 -3.792 4.109
H -0.521 -5.055 2.745
H -1.484 4.813 -0.338
H 2.812 -2.391 -0.792
H -4.281 -3.515 -2.816
H -2.075 -2.290 0.622
H 0.918 1.312 -2.951
H -1.797 4.010 -1.879
*
```

gap between HOMO and LUMO = 7.3 eV

=====

Energy above the most stable structure, in eV: *one* 0.000; *two* 0.752

=====

*one*
This record from OMol25 describes C2H2FP in the gas phase. The level of theory is the ωB97M-V functional and the def2-TZVPD basis.

```
! RIJCOSX wB97M-V def2-TZVPD def2/J DEFGRID3
* xyz 0 1
P 1.096 1.154 -0.784
F 0.602 -1.872 -0.456
C -0.424 0.299 0.215
C 0.699 -0.666 0.098
H -1.350 0.194 -0.179
H -0.624 0.890 1.106
*
```

SMILES = FC1=PC1
gap between HOMO and LUMO (alpha / beta) = 7.2 / 7.9 eV

=====

*two*
This record from OMol25 describes C2H2FP in the gas phase. The level of theory is the ωB97M-V functional and the def2-TZVPD basis.

```
! RIJCOSX wB97M-V def2-TZVPD def2/J DEFGRID3
* xyz 0 1
P -0.176 -0.266 -0.094
F -1.705 0.217 -0.205
C 0.854 0.520 -1.210
C -0.263 -0.748 1.519
H 0.726 -1.090 1.867
H 0.564 1.368 -1.877
*
```

gap between HOMO and LUMO (alpha / beta) = 7.2 / 7.1 eV

=====

Energy above the most stable structure, in eV: *one* 0.000; *two* 2.042

=====

*one*
This record from OMol25 describes 2 unconnected molecules or ions with the total composition C3H3BrO2. The level of theory is the ωB97M-V functional and the def2-TZVPD basis.

```
! RIJCOSX wB97M-V def2-TZVPD def2/J DEFGRID3
* xyz 0 1
Br 3.039 -0.728 -0.509
O 2.128 -1.595 1.697
O 0.746 0.022 0.948
C -0.152 -0.464 -1.737
C 1.725 -0.541 0.996
C -1.303 -0.261 -2.020
H -1.907 -0.987 -2.668
H 0.821 -0.759 -1.214
H 2.303 -1.703 2.668
*
```

SMILES = O=C(O)Br.C#C
gap between HOMO and LUMO = 10.3 eV

=====

*two*
This record from OMol25 describes a molecular structure, C3H3BrO2. The level of theory is the ωB97M-V functional and the def2-TZVPD basis.

```
! RIJCOSX wB97M-V def2-TZVPD def2/J DEFGRID3
* xyz 0 1
Br 2.979 0.292 0.423
O -1.013 0.127 -1.037
O 1.324 -1.796 -0.384
C 1.418 -0.660 -0.061
C -1.339 -0.018 0.261
C -0.084 0.564 -0.157
H -1.387 -0.928 0.604
H -2.032 0.769 0.459
H 0.134 1.650 -0.110
*
```

gap between HOMO and LUMO = 10.3 eV

=====

Energy above the most stable structure, in eV: *one* 0.996; *two* 0.000

=====

*one*
This record from OMol25 describes 4 unconnected molecules or ions with the total composition C16H31ClFN3O3P. The level of theory is the ωB97M-V functional and the def2-TZVPD basis.

```
! RIJCOSX wB97M-V def2-TZVPD def2/J DEFGRID3
* xyz 1 1
Cl -1.930 1.522 1.627
P -0.474 0.452 -3.728
F 1.492 5.203 0.408
O -0.547 -4.708 -0.919
O 2.070 3.971 -3.942
O 0.151 -1.168 5.700
N 1.081 0.392 -3.926
N -1.369 1.592 0.047
N -0.522 2.496 -1.764
C -0.870 2.687 -0.507
C -0.635 4.070 0.079
C -1.733 -0.850 -0.732
C -1.629 -0.681 7.197
C -0.979 -0.767 5.840
C -1.308 0.586 -0.942
C 0.818 4.029 0.653
C -0.808 1.142 -2.056
C 4.290 3.179 -4.265
C 3.380 3.921 -1.971
C -0.865 -1.432 0.442
C -1.803 -0.329 4.649
C -0.665 -5.859 -0.557
C 3.148 3.714 -3.445
C -0.083 -6.336 0.749
C -1.400 -6.873 -1.394
H 0.646 -7.127 0.565
H -2.699 -0.947 4.566
H 0.773 3.760 1.717
H -2.808 -0.955 -0.551
H -2.083 0.721 4.757
H 4.184 4.640 -1.808
H -0.105 3.189 -2.382
H 3.975 3.082 -5.301
H 1.385 -0.557 -4.124
H 2.472 4.309 -1.517
H 0.416 -5.507 1.247
H -2.251 -7.269 -0.838
H -1.023 1.381 -4.650
H -1.417 -1.376 -1.641
H -1.105 -0.808 -3.889
H -0.532 -2.462 0.239
H -2.517 -1.313 7.228
H 0.052 -0.818 0.487
H 3.629 2.969 -1.499
H -1.765 -6.397 -2.302
H -0.927 -1.024 7.954
H 1.328 3.192 0.149
H -1.210 -0.446 3.743
H -1.372 4.266 0.866
H -1.903 0.353 7.415
H -0.728 -7.687 -1.670
H 5.137 3.866 -4.217
H 4.586 2.198 -3.893
H -1.357 -1.304 1.412
H -0.878 -6.709 1.397
H -0.709 4.828 -0.708
*
```

gap between HOMO and LUMO = 8.4 eV

=====

*two*
This record from OMol25 describes 4 unconnected molecules or ions with the total composition C16H31ClFN3O3P. The level of theory is the ωB97M-V functional and the def2-TZVPD basis.

```
! RIJCOSX wB97M-V def2-TZVPD def2/J DEFGRID3
* xyz 1 1
Cl -1.348 -0.348 2.818
P 2.240 -3.272 -1.198
F -4.768 -3.122 -0.709
O 4.270 2.654 -0.483
O -1.482 -4.980 -3.336
O -2.634 4.794 2.387
N -0.631 -1.362 1.619
N -0.523 -3.336 -0.067
N 1.789 -2.971 -2.756
C 4.912 3.699 -0.396
C -3.231 5.025 4.687
C 6.409 3.685 -0.236
C -2.007 -4.135 -4.059
C -2.590 4.321 3.521
C -1.892 3.016 3.797
C 1.926 -0.275 1.276
C -2.866 -3.118 1.112
C -1.318 -2.533 0.942
C 1.268 1.210 0.881
C 0.733 -1.375 0.966
C -3.104 -3.240 -3.547
C -3.761 -2.279 -0.024
C 4.232 5.041 -0.443
C 0.822 -2.635 -0.082
C -1.577 -3.955 -5.490
H 2.331 -4.729 -1.050
H 6.762 2.648 -0.218
H -1.477 2.622 2.864
H -2.900 -4.270 0.897
H 6.687 4.166 0.705
H -2.473 5.273 5.434
H -2.420 -4.147 -6.158
H 2.022 1.899 0.310
H 0.387 0.978 0.116
H 3.153 4.897 -0.561
H 2.505 -2.369 -3.220
H -2.988 -1.853 -0.825
H -4.004 4.389 5.126
H -2.791 -2.195 -3.609
H 2.775 -0.493 0.466
H -2.606 2.290 4.196
H 6.877 4.199 -1.080
H 4.414 5.583 0.488
H -0.778 -4.668 -5.721
H -3.248 -2.895 2.198
H -1.195 -2.942 -5.639
H 3.539 -2.661 -0.895
H -3.310 -3.482 -2.499
H -1.075 3.174 4.505
H -4.015 -3.400 -4.128
H 2.341 -0.315 2.370
H -3.697 5.953 4.339
H -0.844 -4.162 -0.626
H 4.604 5.616 -1.296
H -4.203 -1.332 0.521
H 0.758 1.715 1.812
*
```

gap between HOMO and LUMO = 7.1 eV

=====

Energy above the most stable structure, in eV: *one* 0.000; *two* 6.961